Formula: C5H5NO
Source: OMol25
Level of theory: ωB97M-V/def2-TZVPD

- HOMO-LUMO gap (spin up / spin down): 7.813 / 7.813 eV
- Lowest unoccupied orbital energy (spin up / spin down): -0.633 / -0.632 eV
- ΔE to the lowest compared entry with this formula, charge and spin: 687.2 kJ/mol
- Total charge: 0
- Electronic energy: -8796.2972 eV

The geometry in XYZ format:
```
12
Properties=species:S:1:pos:R:3:lowdin_charge:R:1
O 1.279 -1.069 -2.155 -0.110
N 0.084 -1.553 -1.817 0.025
C -0.563 -0.658 0.601 -0.125
C 0.707 0.348 -0.833 0.083
C -0.235 -0.716 -0.870 -0.295
C -0.870 0.766 0.958 -0.062
C 0.571 0.384 0.679 -0.149
H 0.925 1.167 -1.509 0.131
H 1.345 0.474 1.431 0.139
H -1.080 0.970 2.006 0.112
H -1.419 1.390 0.257 0.115
H -0.744 -1.504 1.253 0.137
```